Formula: C6H8O3S
Source: the Open Molecules 2025 dataset
Level of theory: ωB97M-V/def2-TZVPD

Values from the calculation:
* strongest force on any atom: 3.811 eV/A
* energy relative to the best compared isomer or geometry (same formula, charge and spin): 384.0 kJ/mol
* LUMO level (alpha / beta): -0.0465 / -0.0465 hartree
* SMILES: CC(C)=CC(=O)C=S(=O)=O
* calculated total energy: -857.174886 Ha
* HOMO-LUMO gap (alpha / beta): 8.34 / 8.34 eV
* HOMO (alpha / beta): -9.607 / -9.606 eV

Last column: natural (NBO) charge in e.
CARTESIAN COORDINATES (ANGSTROEM)
C 2.65911 -0.75503 -0.41406  -0.6464
C 1.40287 0.04570 -0.06030  0.1965
C 1.58098 1.46703 0.25794  -0.7078
C 0.19786 -0.56596 -0.05072  -0.4113
C -1.00466 0.18548 0.02914  0.5735
O -1.18230 1.36531 0.07956  -0.5440
C -2.34433 -0.87234 -0.02442  -0.7398
S -3.85247 -0.17172 0.05284  2.0141
O -4.92815 -1.16344 0.21768  -0.8490
O -4.27838 1.06815 -0.59841  -0.8077
H 3.13306 -0.44653 -1.30998  0.2327
H 2.54754 -1.80567 -0.41154  0.2215
H 3.38486 -0.56629 0.25741  0.2183
H 2.66273 1.68788 0.08648  0.2230
H 0.70388 2.15347 -0.14754  0.3016
H 1.45473 1.58919 1.45420  0.2501
H -0.00644 -1.58277 -0.18537  0.2181
H -2.13088 -1.63249 0.76709  0.2565